No. 1
C12H44F4O16S2 | ωB97M-V/def2-TZVPD

The calculation puts the total energy at -78446.5220 eV. The highest occupied orbital energy comes out at -10.1 eV. The calculation puts the HOMO-LUMO gap at 8.732 eV. Its multiplicity is 1. As for the total charge: 0. The calculation puts the LUMO energy at -0.0491 Ha.

Positions of all 78 atoms, in Å:
S: 2.67 1.34 1.04
S: -0.02 1.85 0.57
F: -2.44 0.81 1.01
F: -1.12 -0.44 -0.12
F: 3.63 0.11 -0.90
F: -1.99 1.28 -1.10
O: 2.25 1.98 -4.57
O: 3.06 0.25 1.92
O: 5.95 3.82 -0.82
O: -3.45 -2.39 0.57
O: 4.40 -1.52 4.19
O: -5.48 -6.94 2.35
O: 3.68 3.63 2.60
O: -6.75 -4.92 -1.18
O: -1.46 5.46 1.84
O: -0.17 2.24 1.96
O: -3.00 -0.54 -3.20
O: 0.02 3.05 -0.28
O: -3.52 -2.72 5.06
O: 1.23 0.83 0.29
O: 5.29 1.84 -4.78
O: 3.84 1.33 -0.20
C: 2.37 3.28 -3.99
C: -4.16 -2.57 -0.65
C: 5.10 3.76 2.58
C: -1.00 6.46 0.95
C: -3.97 -0.05 -4.13
C: 4.32 -2.88 3.78
C: -4.22 -2.89 3.83
C: -4.64 -6.67 3.47
C: 6.35 0.89 -4.88
C: 6.17 3.97 -2.22
C: -7.23 -5.19 0.13
C: -1.54 0.85 0.07
H: -5.44 -7.89 2.19
H: 3.42 3.56 -3.98
H: 7.30 1.42 -4.90
H: -2.29 -0.92 -3.72
H: -4.67 -5.60 3.67
H: 6.28 2.99 -2.69
H: 5.49 3.78 3.60
H: 4.46 1.35 -4.76
H: -4.35 -0.87 -4.75
H: -1.56 7.38 1.13
H: -6.19 -5.65 -1.44
H: 6.24 0.31 -5.80
H: -2.69 -1.84 0.37
H: 5.38 4.68 2.06
H: 5.13 3.31 -0.73
H: 7.09 4.54 -2.37
H: -3.52 -3.06 -1.39
H: 1.99 3.28 -2.97
H: -5.04 -3.18 -0.47
H: 3.33 -3.28 4.00
H: 1.81 4.01 -4.59
H: -4.54 -1.92 3.45
H: 5.53 2.91 2.04
H: 0.07 6.65 1.11
H: -3.62 -6.97 3.25
H: 4.51 -2.95 2.70
H: -7.81 -6.12 0.12
H: 1.32 1.75 -4.57
H: 3.73 -1.03 3.70
H: -2.75 -2.17 4.87
H: -4.47 -1.59 -1.03
H: -7.87 -4.37 0.45
H: 6.33 0.22 -4.01
H: -3.58 -3.39 3.10
H: -0.96 4.66 1.67
H: -3.53 0.72 -4.76
H: 5.07 -3.45 4.32
H: -1.16 6.14 -0.09
H: -6.39 -5.29 0.82
H: -5.10 -3.51 4.02
H: 3.33 4.38 3.07
H: -4.80 0.38 -3.56
H: 5.34 4.51 -2.67
H: -5.01 -7.21 4.35


No. 2
C12H46ClN6O4 | ωB97M-V/def2-TZVPD

The calculation puts the total energy at -42805.0134 eV. The highest occupied orbital energy comes out at -11.2 eV. The calculation puts the HOMO-LUMO gap at 1.615 eV. Its multiplicity is 1. As for the total charge: +3. The calculation puts the LUMO energy at -0.3537 Ha.

Positions of all 69 atoms, in Å:
Cl: -1.13 -2.62 -0.92
O: -0.76 -1.19 -1.05
O: -2.54 -2.84 -0.97
O: -0.65 -3.02 0.35
O: -0.40 -3.37 -1.93
N: -2.21 -6.13 -4.98
N: 3.63 2.66 -2.56
N: 3.60 -0.39 0.47
N: 0.12 -7.45 2.11
N: -4.24 2.81 3.84
N: 3.12 -6.43 -2.48
C: 4.86 3.01 -3.33
C: -5.53 3.45 3.57
C: 2.54 2.48 -3.61
C: 3.22 3.79 -1.65
C: -4.73 0.59 2.70
C: -4.17 1.33 3.87
C: -6.72 3.09 4.47
C: 2.80 1.12 -4.26
C: -3.30 3.36 4.87
C: -1.87 3.31 4.28
C: 6.16 2.68 -2.54
C: 2.13 3.45 -0.66
H: 3.77 1.06 -4.75
H: 5.94 2.95 -1.50
H: 4.09 -1.24 0.24
H: 2.62 -0.63 0.48
H: -1.37 -6.60 -5.30
H: -1.93 3.57 3.22
H: -4.82 -0.48 2.90
H: 1.61 2.50 -3.03
H: 2.37 2.59 -0.03
H: 3.74 0.32 -0.24
H: -5.62 4.54 3.50
H: -4.71 0.92 4.72
H: 3.55 -6.85 -3.29
H: -0.16 -7.44 3.08
H: -3.48 2.77 5.77
H: -6.84 2.03 4.71
H: 1.06 -7.82 2.21
H: -1.89 -5.85 -4.06
H: 6.41 1.66 -2.80
H: 1.96 4.32 -0.03
H: -1.25 3.96 4.89
H: -6.45 3.51 5.44
H: 2.20 -6.03 -2.62
H: 4.92 2.63 -4.35
H: 3.79 -0.05 1.40
H: -5.70 0.88 2.28
H: 4.02 4.13 -0.99
H: 1.98 0.93 -4.95
H: -5.91 3.00 2.65
H: -3.16 0.92 3.91
H: 2.45 3.25 -4.38
H: -2.87 -6.89 -4.95
H: 1.14 3.31 -1.09
H: -1.38 2.34 4.31
H: -7.64 3.56 4.13
H: 2.88 4.71 -2.13
H: 3.75 -5.82 -1.98
H: -0.44 -8.05 1.53
H: 6.99 3.34 -2.79
H: -3.61 4.37 5.13
H: -4.05 0.66 1.85
H: -2.65 -5.35 -5.45
H: 3.06 -7.19 -1.82
H: 4.80 4.07 -3.60
H: 2.54 0.30 -3.59
H: 0.37 -6.54 1.75


No. 3
C12H46O12 | ωB97M-V/def2-TZVPD

The calculation puts the total energy at -37752.5149 eV. The highest occupied orbital energy (alpha / beta) comes out at -3.5 / -3.5 eV. The calculation puts the HOMO-LUMO gap (alpha / beta) at 5.817 / 4.797 eV. Its multiplicity is 2. As for the total charge: -1. The calculation puts the LUMO energy (alpha / beta) at 0.0860 / 0.0486 Ha.

Positions of all 70 atoms, in Å:
O: 1.42 -0.76 -3.65
O: 0.76 1.03 -0.59
O: 0.39 -4.27 1.26
O: 0.65 3.07 1.53
O: -2.82 -4.08 0.58
O: 3.26 1.76 -2.66
O: -2.45 0.72 -3.93
O: -0.59 -2.29 3.20
O: -3.94 1.63 1.31
O: -2.50 -0.49 2.57
O: 3.52 1.00 0.18
O: 1.62 3.89 -1.29
C: 0.21 -0.14 -0.08
C: -2.59 -2.81 -0.04
C: -0.28 2.77 2.55
C: 3.74 2.12 1.09
C: -3.74 -0.93 3.18
C: -3.04 -0.30 -3.18
C: 0.63 -1.86 3.79
C: 4.49 1.24 -3.24
C: 0.48 -1.78 -3.87
C: -3.85 1.30 -0.05
C: 2.30 5.11 -1.40
C: 1.43 -3.88 0.38
H: -4.32 -1.48 2.44
H: 4.76 2.23 1.46
H: 0.97 -0.87 0.17
H: -0.37 3.65 3.19
H: -4.31 -0.04 3.42
H: -3.43 -4.65 0.10
H: -2.97 -1.23 -3.74
H: 3.09 1.96 1.95
H: 3.60 3.09 0.63
H: 0.91 -2.61 -4.43
H: -0.46 -1.43 -4.31
H: 0.51 -1.83 4.87
H: 0.19 -3.47 1.75
H: -2.96 0.70 -0.27
H: -4.70 0.67 -0.31
H: -3.39 0.98 1.74
H: 3.37 5.03 -1.20
H: 1.77 -4.76 -0.16
H: 3.36 1.53 -1.74
H: -1.25 2.59 2.09
H: -0.50 -0.61 -0.76
H: 2.31 5.44 -2.43
H: 2.28 -3.30 0.73
H: -3.60 -1.53 4.08
H: 2.30 -1.05 -3.91
H: 2.60 0.75 0.14
H: -2.22 -2.96 -1.05
H: 5.30 1.88 -2.92
H: -1.92 -2.16 0.53
H: 0.68 2.34 0.91
H: 4.66 0.21 -2.92
H: 0.10 1.97 3.18
H: 0.95 -3.29 -0.40
H: -2.49 -0.47 -2.26
H: 0.86 -0.87 3.42
H: 1.64 3.57 -0.39
H: -0.93 -3.08 3.62
H: 4.52 1.15 -4.32
H: -1.89 -1.22 2.47
H: -4.07 -0.15 -2.86
H: 1.54 -2.41 3.54
H: 1.85 5.92 -0.82
H: -3.49 -2.20 -0.10
H: 0.19 -2.28 -2.95
H: -0.26 0.08 0.88
H: -3.86 2.18 -0.69


No. 4
C12H47B2N12O10Pd | ωB97M-V/def2-TZVPD

The calculation puts the total energy at -56385.9399 eV. The highest occupied orbital energy (alpha / beta) comes out at -6.1 / -5.7 eV. The calculation puts the HOMO-LUMO gap (alpha / beta) at 7.716 / 7.391 eV. Its multiplicity is 3. As for the total charge: -1. The calculation puts the LUMO energy (alpha / beta) at 0.0607 / 0.0607 Ha.

Positions of all 84 atoms, in Å:
Pd: 3.23 5.00 3.36
O: 0.80 4.14 5.01
O: 0.95 -3.14 2.46
O: -4.35 -0.84 -3.43
O: 0.29 3.62 -3.95
O: -2.43 -0.95 6.75
O: -3.58 -0.17 1.52
O: -0.33 -4.29 -4.27
O: 1.20 6.04 5.38
O: 0.51 5.09 7.00
O: 2.02 -0.35 -1.32
N: 0.40 2.25 1.09
N: 3.92 0.30 -2.18
N: -1.84 1.19 6.91
N: -0.21 5.70 -3.22
N: -5.16 -1.50 0.80
N: -1.23 4.97 -4.88
N: 2.75 -1.20 -3.28
N: -4.54 -1.80 2.76
N: -2.30 -0.27 -2.88
N: -0.73 -0.02 5.59
N: -0.41 -4.09 -0.87
N: -2.66 -0.90 -4.93
C: -0.92 -5.06 -3.11
C: -0.11 -5.06 -5.46
C: 2.81 -0.39 -2.23
C: -3.15 -0.66 -3.73
C: 2.21 -2.65 1.97
C: 0.38 -4.29 0.38
C: -0.03 -5.05 -1.86
C: -0.37 4.65 -3.94
C: 0.53 5.10 5.76
C: -4.35 -1.04 1.67
C: -0.05 -3.28 1.48
C: -1.74 0.01 6.41
B: 4.46 2.21 2.40
B: 2.31 5.80 0.65
H: 0.75 3.06 0.60
H: -1.40 0.06 -3.22
H: 3.74 2.38 3.18
H: 0.40 5.55 -2.44
H: -1.16 1.91 6.69
H: -0.34 -3.17 -1.27
H: 3.44 -1.20 -4.02
H: -2.45 1.21 7.72
H: 3.04 6.41 1.17
H: -1.22 -6.11 -3.21
H: -0.60 2.14 1.14
H: 4.10 0.83 -1.34
H: 2.60 -1.92 2.67
H: 2.89 -3.49 2.08
H: -2.57 -0.18 -1.92
H: 1.40 5.80 1.23
H: -1.74 -1.29 -5.06
H: -4.08 -1.55 3.63
H: 0.18 -6.11 -1.70
H: 0.72 1.46 0.53
H: -5.14 -1.20 -0.17
H: -0.43 -0.94 5.31
H: -1.37 4.33 -5.65
H: 0.86 2.20 1.99
H: 5.32 1.66 2.74
H: -1.86 -4.59 -2.85
H: -6.02 -1.85 1.19
H: 2.06 6.26 -0.29
H: -1.77 5.83 -4.88
H: 2.08 -1.95 -3.24
H: -0.16 0.81 5.46
H: 0.90 -4.74 -2.35
H: -0.77 -5.90 -5.68
H: 4.76 3.11 1.88
H: 0.91 -5.45 -5.46
H: -0.13 -4.37 -6.30
H: -3.49 -1.19 -5.43
H: -0.41 6.63 -3.58
H: 2.62 4.77 0.65
H: -5.33 -2.42 2.68
H: 4.66 0.34 -2.87
H: 3.92 1.58 1.71
H: 0.19 -5.28 0.80
H: -0.91 -3.74 1.98
H: -0.20 -2.30 1.02
H: 2.36 -2.37 0.93
H: 1.42 -4.08 0.14


No. 5
C12H47N3O13S | ωB97M-V/def2-TZVPD

The calculation puts the total energy at -55121.9941 eV. The highest occupied orbital energy comes out at -7.6 eV. The calculation puts the HOMO-LUMO gap at 5.615 eV. Its multiplicity is 1. As for the total charge: 0. The calculation puts the LUMO energy at -0.0725 Ha.

Positions of all 76 atoms, in Å:
S: 6.66 -25.12 -25.85
O: 4.15 -27.12 -20.98
O: 7.14 -26.42 -25.37
O: 4.78 -27.40 -24.62
O: 4.54 -33.66 -20.63
O: 7.35 -24.63 -27.07
O: 4.81 -23.61 -23.47
O: 6.02 -27.97 -22.54
O: 5.23 -25.32 -26.04
O: 7.47 -25.96 -22.74
O: 9.22 -30.04 -25.30
O: 6.89 -24.31 -24.66
O: 5.29 -29.02 -26.96
O: 3.22 -26.00 -23.14
N: 4.17 -30.73 -22.90
N: 9.26 -27.75 -26.77
N: 6.16 -27.10 -28.55
C: 3.75 -34.55 -19.93
C: 4.79 -30.24 -26.31
C: 4.46 -27.31 -30.28
C: 4.78 -31.81 -22.11
C: 9.70 -28.85 -24.73
C: 3.83 -32.53 -21.17
C: 6.08 -31.18 -21.38
C: 8.11 -30.58 -24.55
C: 10.63 -26.51 -25.31
C: 4.76 -27.52 -28.84
C: 10.27 -27.89 -25.78
C: 4.55 -28.87 -28.25
H: 8.56 -27.23 -26.25
H: 5.12 -31.01 -27.01
H: 5.26 -30.43 -25.34
H: 9.89 -26.27 -24.55
H: 5.26 -32.51 -22.79
H: 3.41 -31.83 -20.46
H: 5.50 -27.63 -24.03
H: 3.06 -32.79 -21.91
H: 11.58 -26.68 -24.81
H: 3.71 -30.35 -26.16
H: 3.57 -27.67 -30.79
H: 6.36 -27.56 -27.67
H: 5.08 -23.37 -22.58
H: 4.18 -26.88 -24.08
H: 11.12 -28.19 -26.39
H: 4.86 -27.49 -21.51
H: 4.82 -29.65 -28.97
H: 6.45 -30.33 -21.94
H: 5.53 -23.80 -24.08
H: 10.77 -25.73 -26.07
H: 2.91 -34.04 -19.46
H: 4.73 -29.90 -22.98
H: 6.95 -26.77 -22.78
H: 8.42 -30.95 -23.57
H: 8.90 -28.25 -24.29
H: 5.93 -30.73 -20.40
H: 4.46 -26.35 -20.49
H: 5.05 -26.86 -25.36
H: 7.19 -25.28 -22.13
H: 5.21 -27.93 -30.79
H: 6.87 -28.37 -22.28
H: 7.51 -25.65 -23.65
H: 6.22 -26.11 -28.40
H: 3.42 -30.38 -22.31
H: 4.21 -24.36 -23.44
H: 4.05 -26.91 -28.28
H: 2.26 -26.13 -22.99
H: 10.44 -28.96 -23.94
H: 7.28 -29.88 -24.49
H: 4.50 -26.29 -30.66
H: 4.28 -35.11 -19.16
H: 8.86 -28.67 -26.74
H: 3.19 -35.20 -20.61
H: 3.48 -29.02 -28.07
H: 3.50 -26.84 -21.63
H: 6.91 -31.86 -21.15
H: 7.67 -31.33 -25.19


No. 6
C12H48Ag2O16P | ωB97M-V/def2-TZVPD

The calculation puts the total energy at -63262.5172 eV. The highest occupied orbital energy (alpha / beta) comes out at -5.8 / -9.3 eV. The calculation puts the HOMO-LUMO gap (alpha / beta) at 5.468 / 5.375 eV. Its multiplicity is 4. As for the total charge: 0. The calculation puts the LUMO energy (alpha / beta) at -0.0133 / -0.1458 Ha.

Positions of all 79 atoms, in Å:
Ag: 0.29 -1.90 1.84
Ag: 0.65 -1.58 -2.20
P: -0.19 0.01 -0.10
O: 2.45 1.96 -2.33
O: -3.98 1.62 1.12
O: 1.69 -3.45 0.81
O: 1.04 1.44 3.38
O: -3.51 -1.07 -1.04
O: 2.56 -1.21 2.62
O: 3.14 0.92 0.72
O: -0.81 1.60 -3.45
O: -1.54 -2.19 -2.75
O: 2.89 -0.91 -1.94
O: -1.83 -0.99 2.45
O: -1.05 3.08 0.44
O: 0.46 0.45 -1.45
O: -1.64 0.52 0.17
O: 0.68 0.10 1.14
O: -0.29 -1.55 -0.24
C: 0.14 3.45 -0.21
C: -2.14 1.87 -3.04
C: 3.35 2.30 0.92
C: 2.36 3.10 -3.16
C: -0.08 2.30 3.57
C: -2.99 -0.88 3.25
C: -4.58 1.98 -0.12
C: 3.73 -2.00 2.86
C: -4.05 -2.06 -0.20
C: 3.84 -1.63 -1.17
C: 2.20 -4.68 1.29
C: -1.97 -3.24 -3.57
H: 3.22 2.91 0.03
H: -2.31 -1.92 -2.24
H: -3.03 -1.70 3.97
H: 2.82 -0.43 2.12
H: 3.24 3.10 -3.80
H: -2.78 -2.92 -4.23
H: -1.03 1.77 3.54
H: -1.88 -0.34 1.74
H: 1.48 3.06 -3.80
H: 1.45 -5.39 0.93
H: -2.92 0.09 3.75
H: 3.56 -2.82 3.57
H: 2.21 0.68 0.69
H: 4.18 -2.31 1.91
H: 2.35 -4.69 2.37
H: -1.16 -3.72 -4.12
H: 4.06 -2.58 -1.66
H: 1.46 -3.62 -0.11
H: 1.58 1.67 -2.04
H: 3.17 -4.92 0.86
H: 4.33 2.40 1.38
H: 4.42 -1.35 3.40
H: 0.39 4.51 -0.17
H: -2.71 0.95 -2.93
H: -4.67 -1.59 0.56
H: -5.36 2.72 0.07
H: -2.80 -0.61 -0.59
H: -4.49 -2.83 -0.82
H: -1.25 2.16 0.25
H: 0.17 2.78 4.52
H: 4.78 -1.08 -1.22
H: -3.83 2.42 -0.78
H: 2.60 2.62 1.65
H: -0.25 1.23 -2.76
H: -2.14 2.38 -2.07
H: -3.91 -0.81 2.68
H: -3.09 1.31 0.93
H: 0.04 3.27 -1.28
H: -3.25 -2.49 0.41
H: 2.99 0.02 -1.72
H: -2.60 2.44 -3.84
H: 2.27 4.06 -2.64
H: -2.30 -4.02 -2.89
H: 0.97 2.89 0.20
H: 0.91 1.02 2.53
H: 3.53 -1.83 -0.15
H: -5.06 1.11 -0.55
H: -0.16 3.00 2.75